{"formula": "C32H52O14", "method": "ωB97M-V with the def2-TZVPD basis set", "species": ["C", "C", "C", "O", "C", "H", "H", "H", "H", "H", "H", "H", "H", "C", "C", "C", "O", "C", "H", "H", "H", "H", "H", "H", "H", "H", "O", "C", "O", "C", "C", "C", "H", "H", "H", "H", "H", "H", "O", "C", "O", "C", "C", "C", "H", "H", "H", "H", "H", "H", "O", "C", "O", "C", "C", "C", "H", "H", "H", "H", "H", "H", "O", "C", "O", "C", "C", "C", "H", "H", "H", "H", "H", "H", "O", "C", "O", "C", "C", "C", "H", "H", "H", "H", "H", "H", "O", "C", "O", "C", "C", "C", "H", "H", "H", "H", "H", "H"], "xyz": [[1.49442, -2.92443, 3.46779], [-0.06439, -2.94314, 3.57405], [-0.11570, -3.77594, 4.83449], [0.95351, -3.40882, 5.77885], [1.94208, -2.67271, 4.97135], [1.90381, -2.05760, 2.94904], [1.88439, -3.84318, 3.02968], [-0.62260, -3.39010, 2.75141], [-0.32854, -1.89542, 3.71762], [0.11898, -4.79571, 4.52941], [-1.10940, -3.81809, 5.28045], [2.88608, -3.14665, 5.24035], [1.94390, -1.62972, 5.28801], [-2.08523, 5.12367, -2.45579], [-3.45958, 4.46199, -2.52083], [-4.26903, 5.80369, -2.32543], [-3.61961, 6.80434, -3.04821], [-2.23227, 6.41357, -3.26247], [-1.20839, 4.68632, -2.93325], [-1.77707, 5.37432, -1.44074], [-3.58536, 3.76174, -1.69504], [-3.72999, 3.94544, -3.44179], [-4.28130, 6.10819, -1.27890], [-5.26824, 5.90911, -2.74800], [-1.51406, 7.18124, -2.97444], [-1.95193, 6.26334, -4.30503], [4.44193, -1.37796, -1.24853], [5.57172, -1.51575, -0.82560], [5.93484, -2.63709, -0.17006], [7.27100, -2.57295, 0.26903], [7.90755, -1.46098, -0.60767], [6.75501, -0.56809, -0.80528], [7.55933, -3.60216, 0.05531], [7.28192, -2.42752, 1.34924], [8.33388, -1.81598, -1.54593], [8.67875, -0.90175, -0.07793], [6.83064, -0.27248, -1.85170], [6.71789, 0.29053, -0.13482], [-9.87612, 2.04894, 3.01572], [-9.35700, 0.89749, 3.13995], [-8.11527, 0.74728, 3.46720], [-7.80228, -0.59470, 3.83058], [-8.94748, -1.38351, 3.21681], [-10.06868, -0.40435, 3.10395], [-7.75646, -0.60425, 4.91957], [-6.83305, -0.99900, 3.53864], [-9.14910, -2.16192, 3.95268], [-8.59012, -1.68715, 2.23285], [-10.60115, -0.51471, 4.04862], [-10.74041, -0.53839, 2.25607], [0.29254, -5.13464, -2.84858], [0.78025, -5.62155, -1.85701], [-0.06322, -6.13164, -0.87490], [0.64806, -6.81223, 0.15799], [2.06265, -6.92401, -0.35244], [2.17969, -5.86832, -1.39125], [0.16418, -7.77355, 0.33072], [0.75475, -6.19265, 1.04840], [2.27177, -7.95970, -0.62025], [2.83352, -6.71771, 0.39006], [2.78530, -6.07480, -2.27369], [2.52436, -4.93971, -0.93631], [0.93395, 2.19092, -6.26396], [1.57046, 3.03449, -5.60848], [1.61067, 4.28671, -5.93617], [2.42930, 5.08271, -5.00245], [2.77760, 4.19829, -3.85426], [2.45425, 2.76784, -4.40212], [1.92558, 6.00087, -4.70025], [3.41407, 5.36297, -5.37630], [2.21714, 4.59486, -3.00766], [3.79909, 4.20253, -3.47394], [1.88669, 2.08014, -3.77518], [3.34090, 2.18360, -4.64835], [-4.32086, -1.10416, 0.06891], [-3.41187, -0.90906, -0.72953], [-2.02716, -0.82848, -0.41336], [-1.24289, -0.74605, -1.56117], [-2.24533, -0.87489, -2.78007], [-3.60867, -0.64226, -2.18652], [-0.48929, -1.52352, -1.68659], [-0.57757, 0.11679, -1.59204], [-2.25587, -1.86307, -3.23997], [-2.20437, -0.01985, -3.45485], [-4.38796, -1.31681, -2.54115], [-4.00435, 0.37336, -2.19446], [5.47929, 1.42983, 2.92643], [4.34492, 1.93848, 2.92995], [3.37617, 1.71101, 3.80976], [2.29008, 2.68138, 3.60506], [2.39601, 3.04134, 2.11382], [3.88588, 2.90731, 1.89933], [2.46181, 3.58961, 4.18276], [1.28778, 2.26147, 3.68965], [1.91452, 3.98073, 1.84214], [1.88994, 2.21861, 1.60872], [4.39782, 3.86959, 1.90501], [4.10659, 2.39422, 0.96332]], "lumo_energy_ev": -0.07, "energy_ev": -62688.6130, "gap_ev": 9.393, "smiles": "O=C1CCCO1.O=C1CCCO1.O=C1CCCO1.O=C1CCCO1.O=C1CCCO1.O=C1CCCO1.C1CCOC1.C1CCOC1", "e_homo_ev": -9.465}



{"formula": "C32H53BrN4O9PS3", "method": "ωB97M-V with the def2-TZVPD basis set", "species": ["C", "C", "C", "C", "C", "C", "S", "O", "O", "C", "C", "C", "C", "C", "N", "C", "C", "O", "C", "C", "C", "C", "C", "Br", "N", "C", "C", "O", "O", "C", "C", "C", "C", "N", "C", "P", "N", "O", "O", "C", "C", "C", "H", "H", "H", "H", "H", "H", "H", "H", "H", "H", "H", "H", "H", "H", "H", "H", "H", "H", "H", "H", "H", "H", "H", "H", "H", "H", "H", "H", "H", "H", "H", "H", "H", "H", "H", "H", "H", "H", "H", "H", "H", "C", "S", "O", "C", "H", "H", "H", "H", "H", "H", "C", "S", "O", "C", "H", "H", "H", "H", "H", "H"], "xyz": [[2.74641, 3.71649, 1.52482], [2.13096, 2.76269, 1.89889], [1.65835, 1.46034, 2.52395], [0.77584, 0.78150, 1.47206], [1.49906, 0.06784, 0.43268], [3.02942, 0.12561, 0.47012], [3.76788, 0.64895, -1.14837], [2.73703, 1.07777, -2.08091], [4.63729, 1.79837, -0.93742], [0.75786, -0.63853, -0.53077], [1.54415, -1.56867, -1.47376], [2.71447, -2.43836, -0.83038], [2.64740, -3.94838, -1.23996], [3.95195, -4.33623, -2.02646], [3.73210, -3.90042, -3.43397], [4.95664, -3.47045, -4.08921], [5.85553, -2.33757, -3.53929], [5.29221, -4.02394, -5.09889], [-0.69922, -0.49136, -0.57875], [-1.49044, -1.06129, -1.64260], [-0.97804, -1.70914, -2.91259], [-1.21886, -0.60103, -4.06795], [-1.36335, -1.36642, -5.43325], [0.41552, 0.48124, -4.14721], [-2.84514, -1.01622, -1.61731], [-3.69049, -1.67202, -2.61934], [-4.05862, -3.09251, -2.06250], [-4.95476, -3.73327, -2.50927], [-3.32820, -3.59091, -0.98911], [-3.55285, -0.34003, -0.63516], [-5.09877, -0.37953, -0.65995], [-5.74265, 0.65578, -1.64067], [-7.23506, 0.89343, -1.18382], [-7.46015, 2.36687, -1.27060], [-2.92076, 0.39286, 0.38611], [-3.94844, 1.44338, 1.52095], [-3.33798, 2.86151, 1.74107], [-4.34744, 0.66181, 2.91146], [-5.41277, 1.87860, 0.88601], [-1.43998, 0.26012, 0.44275], [-0.63904, 0.82261, 1.50020], [-1.14306, 1.48101, 2.78232], [3.20188, 4.69847, 1.49422], [2.52856, 0.83225, 2.79000], [1.19773, 1.75894, 3.46891], [3.49165, -0.81683, 0.82444], [3.45810, 0.89710, 1.12449], [4.58204, -0.32057, -1.67294], [0.83898, -2.42156, -1.55311], [1.79764, -1.14241, -2.45252], [3.71598, -2.07274, -1.10301], [2.52426, -2.40151, 0.25829], [1.81196, -4.21039, -1.91143], [2.65479, -4.56161, -0.32229], [4.07007, -5.43557, -2.04645], [4.81577, -3.82897, -1.56203], [3.06153, -3.13413, -3.48187], [5.33029, -1.35922, -3.50993], [6.18551, -2.53229, -2.49938], [6.70855, -2.22801, -4.22490], [-1.49742, -2.64775, -3.18537], [0.06948, -1.90727, -3.08947], [-2.12631, -0.01354, -3.86706], [-0.84511, -0.83745, -6.24909], [-2.44164, -1.46559, -5.66963], [-0.91483, -2.37576, -5.35058], [-3.22136, -1.91705, -3.58222], [-4.58266, -1.11397, -2.92126], [-3.89690, -3.53051, -0.20348], [-5.48918, -0.32459, 0.36834], [-5.48221, -1.37394, -0.98408], [-5.81398, 0.31110, -2.68661], [-5.15606, 1.58800, -1.60725], [-7.35391, 0.60966, -0.12714], [-7.93496, 0.38631, -1.87055], [-8.42057, 2.52827, -1.55941], [-6.85333, 2.77660, -1.97484], [-3.18818, 3.02085, 2.74716], [-4.72369, -0.19944, 2.64855], [-5.26724, 2.60664, 0.26000], [-0.51447, 1.25256, 3.66915], [-2.06403, 0.95074, 3.09052], [-1.25414, 2.57014, 2.75542], [-2.23735, 3.08228, 6.60805], [-3.29733, 4.27224, 5.77109], [-3.11324, 4.07537, 4.30402], [-2.34916, 5.72766, 6.23585], [-2.62613, 2.08334, 6.41574], [-1.21941, 3.15902, 6.22326], [-2.25069, 3.27620, 7.68065], [-1.32463, 5.63314, 5.87463], [-2.35911, 5.83444, 7.32071], [-2.81647, 6.59934, 5.78141], [6.42023, 1.05060, 1.62875], [7.59761, -0.30160, 1.54376], [6.80193, -1.56477, 1.49127], [8.22234, -0.12757, 3.22188], [5.88845, 1.09020, 0.68131], [5.71126, 0.87567, 2.44139], [6.94657, 1.99170, 1.78842], [7.40226, -0.22545, 3.93392], [8.70262, 0.84511, 3.33003], [8.95361, -0.91437, 3.39844]], "lumo_energy_ev": -4.20, "energy_ev": -170255.1562, "gap_ev": 6.282, "e_homo_ev": -10.481, "total_charge": 1}